1.
ORCA calculation (ωB97M-V/def2-TZVPD) on the ion C7H8F5N2 with charge +1 at a distorted geometry.

Last column: natural (NBO) charge in e.
Positions of all 22 atoms, in Å:
F1 4.3267 0.3111 0.8484  -0.281
F2 1.5974 0.9599 0.9990  -0.324
F3 3.7039 1.3461 -0.9316  -0.290
F4 3.9526 -0.8394 -0.9715  -0.309
F5 2.0647 -1.2122 0.9706  -0.315
N1 -2.1829 0.1967 0.2418  -0.279
N2 -0.1792 -0.3178 -0.4666  -0.310
C1 2.1004 -0.0404 0.1984  0.611
C2 -0.8105 -1.4919 -0.1867  -0.034
C3 -1.0025 0.6722 -0.1311  0.274
C4 3.5410 0.2303 -0.2254  0.911
C5 -3.4361 0.8286 0.6731  -0.427
C6 1.0852 -0.0892 -1.0516  -0.278
C7 -2.0506 -1.1682 0.2887  -0.032
H1 1.2733 0.9833 -1.3052  0.269
H2 -3.3803 1.8088 0.3141  0.235
H3 -0.4104 -2.5292 -0.3144  0.281
H4 -4.3885 0.4447 0.3725  0.256
H5 -2.9732 -1.6082 0.6322  0.254
H6 -3.5875 0.6477 1.8331  0.247
H7 -0.7855 1.7686 -0.1446  0.260
H8 1.5422 -0.9016 -1.6432  0.281

Atomic forces in eV per Å
F -0.333 -0.068 -0.264
F 0.901 -0.515 -0.299
F -0.580 -0.289 -0.059
F -0.489 0.971 0.398
F 0.103 1.666 -1.382
N 0.319 -1.413 0.287
N -1.338 0.408 -0.178
C -1.913 -0.792 0.728
C -0.975 -2.479 0.431
C -0.832 2.942 -0.319
C 1.647 -0.846 0.389
C 0.397 -0.554 3.317
C 4.137 0.405 2.593
C -0.397 0.185 -0.414
H -0.875 -1.110 -1.051
H -0.134 1.777 0.271
H -0.113 1.494 -0.007
H 0.052 -1.048 -1.401
H 0.560 -1.158 -0.144
H 0.933 1.138 -2.105
H -0.004 -1.336 -0.287
H -1.067 0.621 -0.505

Calculated values
largest force on an atom: 4.90 eV Å⁻¹
calculated total energy: -23949.1406 eV
charge: +1
2S+1: 1



2.
ORCA calculation (ωB97M-V/def2-TZVPD) on a cluster of 2 separate species, CH3F3NS in total at a distorted geometry.

Last column: natural (NBO) charge in e.
Positions of all 9 atoms, in Å:
S1 -1.6322 0.2922 -0.1293  2.311
F1 -2.6699 -0.7402 -0.7335  -0.426
F2 -2.2639 1.4435 -1.0499  -0.405
F3 -2.5271 0.6373 1.1440  -0.408
N1 -0.2969 -0.2220 -0.0237  -0.997
C1 2.3175 -0.3339 0.1825  0.268
H1 2.6144 -0.0630 1.1800  0.206
H2 2.9480 -0.0070 -0.6372  0.214
H3 1.5100 -1.0068 0.0671  0.236

Atomic forces in eV per Å
S -2.709 -1.027 -0.589
F 1.086 0.725 0.848
F 1.643 -0.907 1.385
F 1.414 -0.234 -1.533
N -1.298 1.725 -0.101
C 0.754 -0.169 0.135
H -0.118 0.423 0.424
H -0.318 0.279 -0.265
H -0.453 -0.817 -0.303

Calculated values
largest force on an atom: 2.96 eV Å⁻¹
calculated total energy: -21549.3491 eV
charge: +1
2S+1: 1
ΔE to the lowest compared entry with this formula, charge and spin: 77.1 kcal/mol



3.
ORCA calculation (ωB97M-V/def2-TZVPD) on the molecule C2H2N4O at a distorted geometry.

Last column: natural (NBO) charge in e.
Positions of all 9 atoms, in Å:
O1 2.7163 2.1085 0.0294  -0.169
N1 2.9488 -2.4061 0.0274  -0.364
N2 2.4169 -0.0427 -0.0062  -0.500
N3 1.5235 1.9804 0.0163  0.090
N4 -0.0172 0.1704 0.0053  -0.765
C1 1.2994 0.5507 -0.0700  0.506
C2 2.6598 -1.3008 -0.0841  0.389
H1 -0.5661 0.9304 -0.4347  0.402
H2 -0.2850 -0.7303 -0.3080  0.410

Atomic forces in eV per Å
O -0.956 2.813 0.048
N 0.322 -1.178 -0.314
N -0.972 0.046 -0.643
N 1.338 1.132 -0.050
N 0.766 2.329 -1.033
C -0.100 -2.058 0.837
C -0.351 -1.345 0.647
H -0.026 -0.758 0.672
H -0.020 -0.982 -0.163

Calculated values
largest force on an atom: 2.97 eV Å⁻¹
calculated total energy: -10110.2833 eV
2S+1: 1
ΔE to the lowest compared entry with this formula, charge and spin: 46.6 kcal/mol



4.
ORCA calculation (ωB97M-V/def2-TZVPD) on a structure of composition C3H8N2O2 at a distorted geometry.

Last column: natural (NBO) charge in e.
Positions of all 15 atoms, in Å:
O1 0.4710 -0.4603 2.2715  -1.074
O2 -0.1163 -2.8623 1.3162  -0.967
N1 0.1049 0.4751 0.0619  -0.489
N2 -0.5405 0.3944 -1.9957  -0.499
C1 0.1651 1.7522 -0.4281  -0.082
C2 -0.3492 -0.3240 -0.8774  0.171
C3 -0.1934 1.6911 -1.7338  -0.090
H1 0.6419 -2.4551 0.8785  0.457
H2 0.4546 0.1952 1.3582  0.476
H3 -0.1728 -2.1771 2.0103  0.505
H4 1.1313 -0.0108 2.8091  0.456
H5 -0.2352 2.4096 -2.5273  0.222
H6 0.2677 2.6516 0.1607  0.226
H7 -0.9811 0.0225 -2.8141  0.426
H8 -0.6481 -1.3020 -0.4899  0.261

Atomic forces in eV per Å
O 0.721 1.786 -0.497
O 0.149 0.446 -0.083
N -0.080 1.465 -0.313
N -0.162 -0.984 -0.042
C -0.319 -0.209 -0.719
C 0.191 0.317 1.955
C -0.316 0.416 -0.714
H 0.162 -0.464 -0.187
H -0.630 -2.220 1.554
H -0.276 -0.190 0.112
H -0.046 -0.379 0.427
H -0.091 0.303 0.038
H 0.579 -0.298 0.102
H 0.082 0.152 -0.343
H 0.037 -0.139 -1.289

Calculated values
largest force on an atom: 2.78 eV Å⁻¹
calculated total energy: -10315.3012 eV
2S+1: 1
ΔE to the lowest compared entry with this formula, charge and spin: 38.1 kcal/mol



5.
ORCA calculation (ωB97M-V/def2-TZVPD) on a structure of composition C28H32N13O3S4SbTi.

Last column: Löwdin spin population.
Positions of all 82 atoms, in Å:
Sb1 3.1702 1.6085 -1.8686  0.005
Ti1 0.8986 0.4302 -0.2647  0.934
S1 2.7003 -0.7076 -1.4135  0.027
S2 1.6607 2.1640 -3.5056  0.009
S3 5.3774 2.0413 -2.0469  -0.001
S4 2.2595 2.3625 0.2266  -0.011
O1 -3.5424 0.6956 5.1118  0.106
O2 -0.0848 -1.0407 0.5884  0.012
O3 -0.8086 -3.1415 0.3804  -0.001
N1 -5.0595 -2.4732 1.1811  0.001
N2 -2.5491 3.0065 0.2872  -0.001
N3 -2.0662 3.6879 -0.7789  0.002
N4 -3.9150 -2.6074 1.8887  0.001
N5 -0.7855 1.9159 -0.3332  0.005
N6 -3.1605 0.5943 7.2969  -0.005
N7 2.4872 -2.1018 3.7914  0.000
N8 -0.3543 -0.4341 -1.9399  0.000
N9 -3.6289 -0.7998 0.6953  0.001
N10 4.4050 -0.7503 3.1396  0.000
N11 -3.1807 1.8923 6.9435  -0.009
N12 2.2346 -0.3637 2.1073  0.003
N13 2.5950 0.2463 4.4343  0.000
C1 -3.3602 -0.1253 6.2027  0.121
C2 3.9311 -2.0683 3.5596  0.000
C3 -3.3419 -1.5191 5.9495  0.058
C4 -4.8371 -1.3820 0.4830  0.000
C5 -0.4925 -2.0718 -0.1036  0.003
C6 -3.6117 -1.9493 4.6271  0.069
C7 1.8113 -1.6995 2.5510  0.000
C8 3.6937 -0.3823 1.9077  0.001
C9 -2.8826 -3.8193 6.5196  0.011
C10 -3.5781 3.7851 2.4121  0.008
C11 -0.9998 3.0081 -1.1191  0.001
C12 -3.4139 3.0390 4.7268  0.057
C13 -3.7772 3.4288 0.9621  -0.002
C14 -3.7323 -3.7039 2.8259  -0.002
C15 -0.5365 -1.8510 -1.6150  0.001
C16 2.1699 -1.1034 4.8165  0.000
C17 -3.0942 -4.2231 5.1965  0.107
C18 -3.1353 5.3749 4.1601  0.011
C19 -3.3960 1.9538 5.6411  0.118
C20 -3.1781 4.3777 5.1094  0.061
C21 -2.9987 -2.5002 6.9052  0.067
C22 -3.0806 -1.6089 1.5864  0.002
C23 -1.7779 1.9559 0.5453  0.005
C24 -3.3232 5.0982 2.8007  0.100
C25 -3.4687 -3.2645 4.2513  0.009
C26 4.0371 0.2134 4.1787  0.000
C27 -3.6351 2.7752 3.3552  0.074
C28 1.9267 0.5956 3.1747  0.003
H1 -3.0109 4.6012 6.1551  0.004
H2 -4.1355 4.2786 0.3857  0.000
H3 0.2100 -0.2739 -2.7718  0.002
H4 -3.8462 1.7603 3.0402  0.007
H5 0.8457 0.6089 3.3379  0.001
H6 4.1813 -2.7958 2.7841  0.000
H7 -1.4773 -2.2655 -1.9801  0.000
H8 -4.6584 -4.2752 2.7724  -0.001
H9 -3.9100 -1.2054 3.9048  0.006
H10 -1.2421 0.0415 -2.0448  0.000
H11 -0.3317 3.2620 -1.9291  0.000
H12 2.0349 -2.4196 1.7617  0.000
H13 -1.9696 1.2487 1.3342  0.002
H14 -4.4969 2.6141 0.8674  0.000
H15 -2.5944 -4.5590 7.2584  -0.002
H16 2.2497 1.5869 2.8557  0.000
H17 4.5526 -0.0512 5.1066  0.000
H18 -2.9199 -4.3367 2.4636  -0.001
H19 -5.5745 -0.9887 -0.1984  0.000
H20 0.2839 -2.4230 -2.0482  0.000
H21 3.9317 -1.0904 1.1152  0.001
H22 4.3614 1.2077 3.8651  0.000
H23 4.4414 -2.3496 4.4858  0.000
H24 2.6711 -1.3807 5.7478  0.000
H25 -2.9520 -5.2579 4.9073  0.009
H26 4.0101 0.6083 1.5802  0.000
H27 -2.0978 -1.5177 2.0201  0.001
H28 0.7360 -1.6999 2.7137  0.000
H29 -3.2607 5.8871 2.0610  0.008
H30 -2.9382 6.3937 4.4736  -0.002
H31 -2.7948 -2.1992 7.9246  0.005
H32 1.0915 -1.1008 4.9884  0.000

Atomic forces in eV per Å
Sb 0.237 -0.076 -0.140
Ti 0.305 -0.015 0.354
S 0.180 -0.103 -0.008
S -0.098 -0.017 0.055
S 0.026 0.025 -0.024
S -0.076 0.209 -0.264
O 0.005 -0.021 0.024
O -0.414 -0.210 -0.063
O -0.049 -0.026 -0.054
N 0.003 0.005 0.013
N 0.027 0.028 0.062
N -0.021 0.024 -0.026
N -0.010 0.009 -0.005
N -0.185 0.004 0.388
N 0.025 -0.025 -0.034
N -0.018 0.039 -0.020
N 0.074 0.073 0.035
N 0.003 -0.043 -0.003
N -0.057 0.025 0.011
N 0.000 0.006 0.078
N -0.165 0.070 -0.365
N -0.017 -0.028 -0.038
C -0.044 0.055 -0.001
C 0.029 -0.024 0.009
C 0.014 -0.038 -0.015
C -0.017 0.019 0.029
C 0.031 0.070 0.055
C 0.044 0.036 0.028
C 0.055 -0.056 0.073
C 0.076 0.046 0.012
C -0.007 -0.032 -0.008
C 0.005 -0.034 0.034
C 0.130 -0.053 0.013
C -0.003 -0.062 0.057
C -0.044 -0.010 -0.064
C -0.028 -0.012 -0.042
C -0.018 -0.065 0.030
C -0.003 0.002 0.000
C 0.020 0.038 0.055
C 0.012 -0.010 0.025
C -0.007 0.018 -0.126
C 0.010 0.028 0.007
C -0.021 0.051 -0.011
C 0.028 -0.012 -0.016
C -0.058 0.013 -0.129
C 0.002 0.025 -0.019
C -0.042 -0.037 -0.015
C 0.022 0.023 0.007
C -0.003 0.028 -0.034
C -0.002 -0.009 0.096
H -0.002 -0.005 0.000
H 0.012 0.008 0.006
H -0.017 -0.002 -0.010
H 0.001 -0.003 0.006
H -0.003 -0.004 0.008
H -0.002 0.002 -0.006
H 0.011 0.032 -0.067
H 0.020 -0.031 -0.021
H -0.008 -0.006 0.008
H 0.014 0.027 0.022
H -0.024 0.040 -0.012
H 0.013 0.007 0.003
H 0.004 -0.004 -0.010
H -0.009 0.003 0.020
H 0.000 -0.004 -0.006
H 0.006 -0.011 0.006
H -0.005 -0.002 0.004
H 0.040 0.023 0.022
H 0.010 0.003 -0.004
H 0.003 -0.003 0.012
H -0.016 -0.024 0.021
H 0.004 0.000 0.000
H 0.003 -0.005 -0.004
H 0.006 0.002 0.000
H -0.013 0.001 -0.004
H 0.001 0.002 0.006
H -0.001 0.009 -0.028
H 0.002 -0.004 0.017
H -0.008 -0.005 -0.003
H 0.000 0.002 -0.006
H 0.005 0.001 -0.003
H -0.002 0.000 -0.003

Calculated values
largest force on an atom: 0.47 eV Å⁻¹
calculated total energy: -128069.8441 eV
charge: -2
2S+1: 3
ΔE to the lowest compared entry with this formula, charge and spin: 23.2 kcal/mol



6.
ORCA calculation (ωB97M-V/def2-TZVPD) on a structure of composition C25H33O2Zr at a distorted geometry.

Last column: natural (NBO) charge in e.
Positions of all 61 atoms, in Å:
Zr1 -0.1871 -0.4994 2.1318  1.959
O1 0.2145 0.2633 0.1193  -0.637
O2 0.1724 -0.2780 -3.9919  -0.588
C1 1.8700 -1.5425 2.8987  -0.282
C2 -0.0301 0.4194 -6.0678  -0.466
C3 -2.4293 -1.2887 2.0939  -0.397
C4 -1.2232 0.5012 -1.7185  -0.422
C5 1.3455 -1.6770 -5.6297  -0.626
C6 1.7387 -1.9007 1.5200  -0.351
C7 -1.9729 0.4358 3.5684  -0.279
C8 2.0109 3.0406 5.2771  -0.228
C9 0.5651 -2.7236 1.3885  -0.350
C10 1.9816 3.2322 3.8958  -0.180
C11 1.4259 1.9005 5.8295  -0.194
C12 -0.0388 -2.8387 2.6769  -0.320
C13 -0.2266 1.6638 -1.7442  -0.439
C14 0.0816 -0.9120 -5.2974  0.280
C15 -2.1026 -0.9768 3.4650  -0.341
C16 0.8302 1.1259 3.6163  -0.356
C17 0.3572 1.6524 -0.3569  -0.058
C18 0.8199 0.9421 4.9963  -0.269
C19 1.3862 2.2692 3.0608  -0.293
C20 0.0722 1.0236 -4.6925  -0.073
C21 -0.3829 -0.5193 -0.9880  -0.066
C22 0.7644 -2.0983 3.6190  -0.377
C23 -2.2347 1.0111 2.2874  -0.326
C24 -1.1584 -1.7688 -5.4740  -0.631
C25 -2.5217 -0.0537 1.3804  -0.314
H1 -0.2166 2.2885 0.3206  0.203
H2 0.4677 -0.7970 -1.5996  0.226
H3 -2.1184 0.7582 -1.1404  0.201
H4 0.9688 1.6340 -4.5527  0.189
H5 2.6850 -0.9659 3.3313  0.279
H6 -1.0806 -2.6865 -4.8771  0.213
H7 -2.0913 -1.6683 4.3017  0.258
H8 -1.2075 -2.0658 -6.5304  0.227
H9 -0.8307 1.5711 -4.4108  0.179
H10 -1.4986 0.1365 -2.7051  0.268
H11 -1.7982 0.9901 4.4854  0.276
H12 0.3318 0.0758 5.4571  0.198
H13 -2.6958 -2.2603 1.6854  0.261
H14 -0.6461 2.6201 -2.0658  0.244
H15 0.2617 -3.2672 0.4946  0.262
H16 2.4454 -1.6707 0.7233  0.266
H17 1.3604 2.4305 1.9797  0.192
H18 -2.0833 -1.2204 -5.2469  0.212
H19 -2.9311 0.0517 0.3832  0.253
H20 -0.8937 -3.4647 2.9166  0.260
H21 -0.9023 -1.4139 -0.6177  0.216
H22 1.3070 -1.9799 -6.6851  0.223
H23 1.4235 1.7435 6.9054  0.219
H24 -2.2921 2.0761 2.0695  0.264
H25 1.4173 1.8908 -0.3005  0.217
H26 0.6157 -2.0560 4.6974  0.274
H27 2.4149 4.1279 3.4525  0.216
H28 0.5264 1.3647 -2.4797  0.232
H29 2.4918 3.7782 5.9144  0.225
H30 1.3972 -2.5806 -5.0074  0.214
H31 0.8076 0.6374 -6.7213  0.221
H32 2.2276 -1.0373 -5.4908  0.218
H33 -0.9916 0.5558 -6.5511  0.217

Atomic forces in eV per Å
Zr 0.636 2.241 0.382
O -0.312 -0.016 -0.455
O -0.051 1.088 -1.197
C 0.047 -0.566 -0.231
C 0.087 -0.579 0.467
C -0.670 0.679 0.210
C -0.238 0.111 0.389
C -0.109 -0.145 0.003
C -0.210 -0.628 0.746
C -0.710 -0.177 -0.197
C -0.021 -0.092 -0.278
C 0.509 0.054 0.785
C -0.124 -0.170 -0.204
C -0.302 -0.425 -0.297
C 1.346 -0.412 0.187
C -0.005 -0.421 -0.863
C -0.003 -0.767 -1.291
C -0.842 0.561 -0.342
C -1.030 -1.495 -1.088
C -0.134 0.109 0.473
C 0.596 0.832 0.545
C 0.306 0.409 0.526
C 0.032 0.396 0.475
C 0.108 0.157 -0.118
C 0.358 -0.966 -0.811
C -0.108 -0.765 -0.033
C 0.109 -0.232 0.022
C -0.667 -0.057 1.180
H 0.117 -0.038 0.077
H -0.056 -0.376 -0.259
H 0.208 -0.016 -0.256
H -0.164 -0.040 0.245
H -0.372 -0.108 -0.148
H -0.212 0.200 -0.012
H 0.198 0.104 -0.290
H -0.029 0.014 0.226
H 0.173 0.033 0.287
H 0.009 0.122 0.141
H 0.105 -0.166 -0.344
H 0.240 0.274 -0.144
H 0.177 0.245 0.180
H 0.041 -0.083 0.329
H -0.066 0.384 0.231
H -0.317 0.072 0.283
H 0.140 0.074 0.331
H 0.274 -0.158 0.106
H 0.408 -0.077 0.167
H 0.192 0.307 -0.064
H 0.150 0.441 0.170
H 0.050 -0.004 0.262
H 0.048 0.105 -0.133
H 0.224 -0.325 0.036
H -0.044 0.081 -0.027
H -0.048 0.125 -0.445
H -0.047 -0.160 0.160
H 0.057 0.336 0.367
H -0.126 -0.128 -0.083
H 0.262 0.214 -0.122
H -0.082 0.001 -0.156
H -0.177 -0.281 0.085
H 0.068 0.104 -0.183

Calculated values
largest force on an atom: 2.36 eV Å⁻¹
calculated total energy: -31829.2243 eV
charge: +1
2S+1: 1
ΔE to the lowest compared entry with this formula, charge and spin: 0.0 kcal/mol